The following is a quantum chemistry calculation of a molecular structure, C20H47Br6O12P3 in a non-equilibrium geometry, from the Open Molecules 2025 dataset.

For the strongest force on any atom, the calculation gives 0.04131 Eh/bohr. The charge is 0. The value obtained for the HOMO-LUMO gap is 10.281 eV. For the calculated total energy, the calculation gives -494201.70877 eV.

Positions of all 88 atoms, in Å:
C (0.51, -3.75, -5.22)
Br (2.11, -4.01, -4.23)
Br (-0.24, -2.03, -4.90)
Br (-0.77, -5.09, -4.81)
H (0.79, -3.86, -6.25)
C (-2.98, -0.79, -2.72)
Br (-3.84, 0.60, -3.71)
Br (-4.25, -1.73, -1.65)
Br (-1.49, -0.13, -1.74)
H (-2.64, -1.47, -3.48)
C (-0.39, 7.87, -2.45)
C (-0.42, 7.39, -3.94)
O (-0.40, 5.95, -4.06)
P (0.90, 5.17, -3.87)
O (2.13, 5.73, -4.44)
O (0.95, 5.01, -2.31)
C (2.09, 4.32, -1.75)
C (2.00, 4.40, -0.29)
O (0.52, 3.77, -4.49)
C (-0.40, 2.82, -3.89)
C (-0.17, 1.55, -4.67)
H (-0.77, 8.89, -2.39)
H (-1.08, 7.24, -1.87)
H (0.61, 7.80, -2.02)
H (-1.37, 7.68, -4.40)
H (0.37, 7.85, -4.54)
H (2.13, 3.27, -2.06)
H (3.01, 4.80, -2.08)
H (1.87, 5.45, 0.00)
H (1.13, 3.89, 0.11)
H (2.92, 4.07, 0.19)
H (-0.15, 2.70, -2.84)
H (-1.42, 3.19, -4.00)
H (-0.87, 0.76, -4.44)
H (-0.17, 1.69, -5.75)
H (0.83, 1.21, -4.38)
C (4.57, -2.77, 3.07)
C (3.64, -3.95, 2.84)
O (2.49, -3.53, 2.02)
P (1.71, -4.60, 1.16)
O (2.49, -5.65, 0.59)
O (0.56, -5.13, 2.13)
C (-0.32, -4.19, 2.81)
C (-1.57, -4.90, 3.16)
O (1.00, -3.62, 0.17)
C (0.42, -4.11, -1.05)
C (-1.02, -4.14, -0.92)
H (5.23, -2.99, 3.92)
H (5.13, -2.55, 2.17)
H (3.99, -1.89, 3.35)
H (4.18, -4.77, 2.36)
H (3.29, -4.34, 3.81)
H (0.16, -3.82, 3.71)
H (-0.55, -3.33, 2.18)
H (-2.33, -4.24, 3.57)
H (-1.98, -5.46, 2.31)
H (-1.34, -5.66, 3.92)
H (0.79, -3.49, -1.87)
H (0.80, -5.12, -1.26)
H (-1.28, -4.72, -0.04)
H (-1.39, -3.13, -0.75)
H (-1.48, -4.51, -1.83)
C (1.50, -0.80, 0.54)
C (0.38, -1.02, 1.47)
O (-0.09, 0.26, 1.95)
P (-1.09, 0.23, 3.13)
O (-0.77, -0.70, 4.21)
O (-1.20, 1.73, 3.56)
C (-0.15, 2.34, 4.40)
C (-0.77, 3.05, 5.53)
O (-2.45, 0.01, 2.39)
C (-3.42, -0.91, 2.93)
C (-4.17, -1.51, 1.78)
H (1.31, -0.11, -0.28)
H (2.37, -0.48, 1.12)
H (1.82, -1.78, 0.16)
H (-0.46, -1.47, 0.94)
H (0.70, -1.67, 2.27)
H (0.52, 1.56, 4.76)
H (0.37, 3.03, 3.75)
H (-1.21, 2.38, 6.28)
H (0.03, 3.59, 6.09)
H (-1.49, 3.81, 5.26)
H (-2.89, -1.71, 3.46)
H (-4.09, -0.41, 3.64)
H (-3.47, -2.03, 1.13)
H (-4.88, -2.24, 2.15)
H (-4.63, -0.75, 1.16)

Atom charges from the Löwdin analysis, given in e for atoms 1 to 8: atom 1 (C): -1.647, atom 2 (Br): 0.657, atom 3 (Br): 0.654, atom 4 (Br): 0.615, atom 5 (H): -0.032, atom 6 (C): -1.654, atom 7 (Br): 0.618, atom 8 (Br): 0.670